Here is C4H7F2NO in the gas phase from the OMol25 dataset. Energies are from wB97M-V/def2-TZVPD.

- Energy above the lowest of the compared OMol25 structures with the same formula, charge and spin: 32.4 kcal/mol
- HOMO: -9.56 eV
- Frontier orbital gap: 0.380 Ha

Each line ends with the Mulliken charge.
CARTESIAN COORDINATES (ANGSTROEM)
C1 0.59552 -1.27632 -0.35769  -0.554
C2 0.60057 0.27007 -0.32704  -0.229
C3 -1.24144 1.28136 0.00054  -0.785
C4 -0.13982 0.78389 0.93013  1.103
H1 1.50849 -2.74151 0.52123  0.322
H2 0.83462 -1.51595 -1.39332  0.308
H3 -0.40128 -1.61392 -0.08729  0.316
H4 1.63903 0.65442 -0.37379  0.386
H5 -0.82677 0.40914 -1.84662  0.278
H6 -1.71411 2.26626 0.07954  0.286
H7 -2.08746 0.58732 0.06655  0.272
N1 -0.37154 0.97842 -1.13479  -0.535
O1 1.57491 -1.76052 0.49573  -0.510
F1 0.50267 1.80491 1.51948  -0.326
F2 -0.47338 -0.12757 1.90734  -0.332

Here is a gas-phase ion, C5H13NO2P (charge +1) from the OMol25 dataset. Energies are from wB97M-V/def2-TZVPD.

- Energy above the lowest of the compared OMol25 structures with the same formula, charge and spin: 67.8 kcal/mol
- HOMO: -14.08 eV
- Frontier orbital gap: 0.409 Ha
- Net charge: +1

Each line ends with the Mulliken charge.
CARTESIAN COORDINATES (ANGSTROEM)
C1 -1.32592 0.29053 0.20522  0.638
C2 0.60157 0.31262 -1.70068  -1.738
C3 2.17152 0.77939 1.57650  -1.040
C4 -3.55025 -0.37015 -0.19229  -0.632
C5 0.41606 0.05303 -0.14514  0.214
N1 1.12672 1.12607 0.59119  -0.130
O1 -1.53410 1.36184 0.62634  -0.579
O2 -2.08691 -0.66993 -0.01464  -0.296
P1 0.78969 -1.66630 0.53128  0.000
H1 1.60921 0.50798 -1.94117  0.629
H2 0.08080 1.15970 -2.17348  0.427
H3 0.38718 -0.55019 -2.33766  0.401
H4 2.86991 0.06668 1.07347  0.346
H5 2.50525 1.69325 1.98520  0.397
H6 1.61508 0.23153 2.32038  0.478
H7 -3.82192 0.63317 0.22052  0.332
H8 -4.06679 -1.33034 0.08061  0.238
H9 -3.62963 -0.22223 -1.31557  0.300
H10 0.40031 1.82321 1.09343  0.446
H11 1.51076 1.57164 -0.17511  0.363
H12 -0.25007 -2.16854 -0.31099  0.098
H13 1.80537 -1.80145 -0.51101  0.107

Here is a gas-phase ion, C3H7NO3P (charge -1) from the OMol25 dataset. Energies are from wB97M-V/def2-TZVPD.

- Energy above the lowest of the compared OMol25 structures with the same formula, charge and spin: 70.3 kcal/mol
- HOMO (alpha / beta): -3.51 / -3.08 eV
- Frontier orbital gap (alpha / beta): 0.266 / 0.247 Ha
- Net charge: -1

Each line ends with the Mulliken charge.
CARTESIAN COORDINATES (ANGSTROEM)
C1 0.25364 -0.40078 -0.77752  -0.609
C2 0.47030 0.92971 -0.02443  -0.319
C3 -0.79866 -1.28056 -0.02380  -0.465
N1 -0.51943 1.87309 -0.41768  -0.767
O1 -3.12530 0.05143 1.63127  -0.585
O2 -4.09063 0.48061 -0.72562  -0.572
O3 -2.07505 -1.04198 -0.53833  -0.283
P1 -2.97567 0.17676 0.11946  0.732
H1 -0.04347 -0.28173 -1.92408  0.212
H2 1.13324 -1.00563 -0.74516  0.373
H3 0.67639 0.62094 1.07942  0.267
H4 1.54610 1.24249 -0.45768  0.192
H5 -0.67961 -2.34425 -0.15367  0.339
H6 -0.62714 -0.96284 1.00832  0.320
H7 -0.94133 2.50091 0.25478  0.166

Here is C4H5NOS2 in the gas phase from the OMol25 dataset. Energies are from wB97M-V/def2-TZVPD.

- Energy above the lowest of the compared OMol25 structures with the same formula, charge and spin: 77.2 kcal/mol
- HOMO: -8.99 eV
- Frontier orbital gap: 0.322 Ha

Each line ends with the Mulliken charge.
CARTESIAN COORDINATES (ANGSTROEM)
C1 -1.13725 -0.87692 1.04264  0.022
C2 -0.02287 0.10072 0.92076  0.322
C3 1.29460 -0.36369 0.46029  -0.623
C4 0.47330 0.91976 -1.70519  0.067
H1 -1.59581 0.18605 -0.41350  0.289
H2 -0.05352 0.93133 1.74736  0.261
H3 1.32854 -1.48389 0.41365  0.239
H4 2.26989 0.22895 0.57703  0.288
H5 1.22768 0.65801 -2.50312  0.263
N1 0.54084 0.46872 -0.42502  -0.087
O1 -1.97025 -0.49796 0.09003  -0.400
S1 -1.54370 -2.00595 2.14349  -0.273
S2 -0.81146 1.73487 -2.34843  -0.369

Here is a molecular structure, C11H16F6N4O5PSr from the OMol25 dataset. Energies are from wB97M-V/def2-TZVPD.

- Energy above the lowest of the compared OMol25 structures with the same formula, charge and spin: 3.9 kcal/mol
- HOMO (alpha / beta): -8.62 / -8.62 eV
- Frontier orbital gap (alpha / beta): 0.284 / 0.233 Ha
- 2S+1: 2

Each line ends with the Mulliken charge.
CARTESIAN COORDINATES (ANGSTROEM)
Sr1 0.58491 -1.43436 1.16794  1.850
N1 2.18962 -3.56398 1.50891  -0.501
C1 1.34462 -4.70708 1.92414  -0.431
C2 0.11155 -4.28792 2.75537  0.522
O1 -0.37787 -5.13177 3.48512  -0.684
O2 -0.29489 -3.08626 2.56184  -0.891
H1 2.82285 -3.85625 0.77202  0.207
H2 2.78857 -3.30653 2.28828  0.207
H3 1.89596 -5.45918 2.48846  0.324
H4 0.96279 -5.19220 1.02322  0.225
O3 -2.39910 1.23528 0.76051  -0.415
N2 -1.86758 0.17171 0.66537  0.039
N3 -2.16824 -0.52569 -0.50990  0.854
O4 -1.58679 -1.62627 -0.61973  -0.527
C3 -2.88108 0.05217 -1.62179  0.366
C4 -2.20068 0.12306 -2.82708  -0.312
C5 -2.85716 0.66224 -3.92101  -0.729
C6 -4.16396 1.11363 -3.79534  -0.425
C7 -4.82468 1.03103 -2.57650  -0.569
C8 -4.18219 0.49850 -1.47033  -0.175
H5 -1.17899 -0.22667 -2.89351  0.362
H6 -2.34431 0.73157 -4.87051  0.394
H7 -4.67339 1.53314 -4.65265  0.394
H8 -5.84402 1.37989 -2.48494  0.378
H9 -4.68667 0.42467 -0.51748  0.434
C9 0.54881 2.97300 1.68786  -0.983
N4 1.92827 2.55104 1.85694  0.211
C10 2.95787 3.44908 1.36699  -0.904
C11 2.22471 1.31964 2.24767  0.279
O5 1.40413 0.45298 2.57423  -0.906
H10 0.41547 3.96234 2.12509  0.388
H11 -0.10923 2.26597 2.18229  0.299
H12 0.30555 3.01345 0.62515  0.276
H13 2.91907 4.39434 1.90842  0.321
H14 2.81223 3.63162 0.30150  0.318
H15 3.93774 2.99709 1.50382  0.312
H16 3.30049 1.10835 2.26023  0.293
F1 0.76762 0.79516 -0.31903  -0.265
P1 1.91305 0.21500 -1.37900  1.243
F2 2.66398 -0.45238 -0.05738  -0.359
F3 1.00543 -1.16585 -1.41913  -0.366
F4 2.75817 1.54889 -1.18065  -0.341
F5 2.99290 -0.43319 -2.33312  -0.345
F6 1.08446 0.82076 -2.59228  -0.367

Here is a molecular structure, C43H38F5FeN3O3SSb from the OMol25 dataset. Energies are from wB97M-V/def2-TZVPD.

- HOMO (alpha / beta): -8.01 / -7.99 eV
- Frontier orbital gap (alpha / beta): 0.276 / 0.268 Ha
- 2S+1: 2

Each line ends with the Mulliken charge.
CARTESIAN COORDINATES (ANGSTROEM)
Fe1 0.63669 0.12561 0.15036  0.452
O1 2.15310 0.43386 3.83125  -0.691
C1 1.89531 0.37441 2.65241  0.182
N1 0.66830 0.41698 2.02985  0.924
C2 -0.50937 0.73717 2.68348  -0.324
O2 -0.74363 0.65242 3.86582  -0.642
C3 -1.51676 1.27993 1.70087  0.561
C4 -2.54879 2.09917 2.11946  -0.711
C5 -3.31642 2.73797 1.16460  -0.743
C6 -3.04755 2.50620 -0.17613  -0.966
C7 -2.02898 1.63880 -0.50901  -0.079
N2 -1.26618 1.04488 0.41157  0.664
C8 2.99312 0.30257 1.62147  0.092
C9 4.32901 0.40349 1.95965  -0.661
C10 5.27215 0.37140 0.95348  -0.636
C11 4.84686 0.24311 -0.36412  -0.842
C12 3.49676 0.15894 -0.62157  -0.341
N3 2.59012 0.18578 0.36022  1.236
H1 -2.69819 2.23608 3.18163  0.611
H2 -4.11163 3.41140 1.45670  0.442
H3 -3.62843 2.97422 -0.95763  0.451
H4 -1.80721 1.40803 -1.54369  0.363
H5 4.58086 0.50318 3.00643  0.610
H6 6.32635 0.44971 1.18297  0.433
H7 5.55014 0.21899 -1.18411  0.477
H8 3.11379 0.08846 -1.63108  0.385
F1 0.57513 1.79360 -6.33525  -0.307
C13 0.69654 1.91872 -5.01217  0.493
C14 0.47998 0.83817 -4.18379  -0.485
F2 0.14289 -0.34869 -4.69477  -0.314
C15 0.61521 1.00114 -2.81958  -0.889
F3 0.38345 -0.10089 -2.03336  0.334
C16 0.95378 2.19912 -2.20677  1.394
S1 1.10436 2.37156 -0.48552  -0.526
C17 1.16637 3.26678 -3.08170  0.055
F4 1.49907 4.46104 -2.58608  -0.327
C18 1.04172 3.13614 -4.45138  0.226
F5 1.25277 4.18472 -5.24823  -0.292
C19 -1.45725 -2.55926 2.85466  -1.143
C20 -2.93230 -2.26053 2.92337  0.199
C21 -3.54036 -2.29960 4.18092  -0.767
C22 -4.89606 -2.08626 4.33799  -0.893
C23 -5.68092 -1.83422 3.22068  -0.915
C24 -5.09103 -1.78481 1.96878  -0.575
C25 -3.71791 -1.98454 1.79516  1.321
Sb1 -2.71465 -1.81818 -0.12906  -0.415
C26 -4.32774 -0.83299 -1.21525  0.945
C27 -5.08340 0.12934 -0.54096  -0.675
C28 -6.06156 0.87840 -1.18094  -1.172
C29 -6.28736 0.68797 -2.53337  -0.890
C30 -5.51243 -0.22657 -3.23039  -0.703
C31 -4.52585 -0.98524 -2.60085  0.626
C32 -3.68682 -1.91419 -3.44237  -1.298
C33 -2.92280 -3.81598 -0.97363  0.845
C34 -1.83558 -4.16882 -1.77088  -0.302
C35 -1.76743 -5.39315 -2.41802  -0.733
C36 -2.80349 -6.29846 -2.25665  -0.834
C37 -3.89677 -5.95879 -1.47205  -0.772
C38 -3.98428 -4.72311 -0.83117  0.711
C39 -5.22723 -4.39118 -0.05044  -1.114
H9 -0.94828 -2.18113 3.74200  0.513
H10 -0.96343 -2.12615 1.98174  -0.733
H11 -1.30092 -3.63939 2.80874  0.582
H12 -2.92166 -2.49439 5.04926  0.437
H13 -5.34025 -2.11765 5.32480  0.393
H14 -6.74785 -1.67907 3.32010  0.466
H15 -5.72723 -1.61018 1.11080  0.485
H16 -4.90100 0.31518 0.51108  0.761
H17 -6.63505 1.60910 -0.62340  0.468
H18 -7.04907 1.25805 -3.05005  0.388
H19 -5.66610 -0.35393 -4.29588  0.430
H20 -3.81106 -1.68916 -4.50122  0.493
H21 -3.95573 -2.95912 -3.28218  0.261
H22 -2.62490 -1.81682 -3.20207  -0.030
H23 -1.01898 -3.46411 -1.89172  0.102
H24 -0.91249 -5.63710 -3.03603  0.483
H25 -2.76851 -7.26380 -2.74530  0.373
H26 -4.71481 -6.66165 -1.36408  0.418
H27 -6.03061 -5.09009 -0.28234  0.479
H28 -5.57237 -3.38488 -0.29021  0.024
H29 -5.04484 -4.42501 1.02451  0.276
C40 1.99612 -3.00706 -1.27005  -1.352
C41 1.58564 -2.82415 0.19056  1.640
C42 0.76954 -4.03304 0.65425  -1.600
C43 2.83501 -2.78361 1.08341  -1.753
O3 0.73659 -1.69519 0.31860  1.218
H30 2.45577 -3.98595 -1.41894  0.498
H31 2.72270 -2.25146 -1.57440  0.161
H32 1.12396 -2.92814 -1.91994  -0.002
H33 1.25275 -4.96034 0.34312  0.533
H34 -0.23724 -4.00729 0.23766  0.206
H35 0.69735 -4.03429 1.74191  0.310
H36 3.24060 -3.79304 1.17081  0.594
H37 2.56811 -2.44753 2.08733  0.212
H38 3.62838 -2.15190 0.68271  0.206

Here is a molecular structure, C2H6I2N2O from the OMol25 dataset. Energies are from wB97M-V/def2-TZVPD.

- HOMO (alpha / beta): -7.37 / -8.90 eV
- Frontier orbital gap (alpha / beta): 0.263 / 0.223 Ha
- 2S+1: 3

Each line ends with the Mulliken charge.
CARTESIAN COORDINATES (ANGSTROEM)
C1 1.15035 -0.59289 2.23981  -0.596
C2 -1.50415 0.64749 -2.23322  -0.511
N1 0.87505 -0.93868 0.84844  0.017
N2 1.06250 -0.30132 -0.12925  -0.163
O1 -2.11023 0.15919 -1.09043  -0.411
I1 -2.06338 1.52475 0.41573  0.116
I2 2.26510 1.53278 -0.08931  -0.091
H1 1.66009 -1.47054 2.80365  0.241
H2 1.77151 0.29394 2.20732  0.316
H3 0.15676 -0.79054 2.73678  0.270
H4 -0.33505 0.52377 -2.30349  0.203
H5 -1.49780 1.75307 -2.47659  0.319
H6 -1.81962 -0.01459 -3.02878  0.290

Here is C3H4N2 in the gas phase from the OMol25 dataset. Energies are from wB97M-V/def2-TZVPD.

- Energy above the lowest of the compared OMol25 structures with the same formula, charge and spin: 133.3 kcal/mol
- HOMO (alpha / beta): -8.07 / -8.07 eV
- Frontier orbital gap (alpha / beta): 0.292 / 0.293 Ha

Each line ends with the Mulliken charge.
CARTESIAN COORDINATES (ANGSTROEM)
N1 1.94568 1.01498 -0.63366  -0.461
C1 1.66646 -0.20136 -0.20592  -0.061
C2 0.34022 -0.19960 0.06866  0.156
C3 -1.04066 -0.43498 -0.27004  -0.195
N2 -0.54300 0.04703 1.04477  -0.363
H1 1.02837 1.51801 -0.63408  0.173
H2 -1.62764 0.29506 -0.82095  0.231
H3 -1.28438 -1.48010 -0.39983  0.243
H4 -0.48506 -0.55903 1.85104  0.277

Listing M for the structures above in their given order: 123.10; 150.14; 136.07; 147.22; 516.85; 949.46; 327.89; 68.08 g/mol.